Formula: C5H11BN2O2
Source: OMol25
Level of theory: the ωB97M-V functional and the def2-TZVPD basis

Calculated values
energy above the lowest of the compared OMol25 structures with the same formula, charge and spin	210.7	kJ/mol
E_LUMO	0.04	eV
highest occupied orbital energy	-0.2638	Ha
Kohn-Sham gap	7.223	eV

Atoms and positions in Å:
C -0.783 -1.900 -0.869
N -0.897 -0.519 -0.630
N -2.059 0.121 -0.785
C -1.944 1.301 -0.271
C -0.577 1.557 0.267
C 0.049 0.204 0.141
C -0.109 -0.525 1.711
B 1.596 0.324 -0.449
O 2.213 1.436 -0.044
O 2.302 -0.641 -1.254
H 0.223 -2.067 -1.032
H -0.911 -2.485 0.177
H -1.445 -2.146 -1.740
H -2.806 1.919 -0.295
H 0.004 2.341 -0.177
H -0.580 1.919 1.297
H -1.194 -0.657 1.654
H 0.299 -0.026 2.537
H 0.381 -1.440 1.787
H 3.141 1.431 -0.368
H 3.098 -0.148 -1.657

Atom charges from the Mulliken analysis, given in e for atoms 1 to 2: C -0.79; N 0.79



Formula: C4H8MnO
Source: OMol25
Level of theory: the ωB97M-V functional and the def2-TZVPD basis

Calculated values
⟨S²⟩	8.76
multiplicity	6
E_LUMO (spin up / spin down)	-10.89 / -11.13	eV
highest occupied orbital energy (spin up / spin down)	-0.7058 / -0.7098	Ha
charge	+2
Kohn-Sham gap (spin up / spin down)	8.320 / 8.185	eV

Atoms and positions in Å:
H 2.355 -0.108 -0.723
C 2.242 0.307 0.726
C 1.927 1.687 1.397
C 1.505 1.657 0.013
C 2.129 2.050 -1.291
O 2.361 0.851 -2.026
Mn 2.679 0.639 -3.767
H 1.902 -0.525 1.344
H 3.247 0.549 0.363
H 2.815 2.286 1.603
H 1.161 1.636 2.169
H 0.469 1.328 -0.123
H 3.089 2.547 -1.077
H 1.390 2.723 -1.762

Atom charges from the Mulliken analysis, given in e for atoms 1 to 2: H 0.52; C -0.94



Formula: C3H2CrO4
Source: OMol25
Level of theory: the ωB97M-V functional and the def2-TZVPD basis

Calculated values
⟨S²⟩	6.03
multiplicity	5
E_LUMO (spin up / spin down)	-0.63 / -0.81	eV
highest occupied orbital energy (spin up / spin down)	-0.2393 / -0.2436	Ha
Kohn-Sham gap (spin up / spin down)	5.884 / 5.822	eV

Atoms and positions in Å:
O -1.742 0.415 1.665
C -2.846 0.783 1.775
O -3.934 1.093 1.968
O -0.216 -0.906 -1.013
C 1.023 -0.620 -1.487
C 1.945 -0.020 -0.696
O 1.633 0.368 0.564
Cr -0.103 -0.328 0.781
H 1.274 -0.946 -2.504
H 2.967 0.162 -1.053

Atom charges from the Mulliken analysis, given in e for atoms 1 to 2: O -0.47; C 0.68



Formula: C4H13N3O
Source: OMol25
Level of theory: the ωB97M-V functional and the def2-TZVPD basis

Calculated values
energy above the lowest of the compared OMol25 structures with the same formula, charge and spin	297.7	kJ/mol
E_LUMO	0.91	eV
highest occupied orbital energy	-0.3377	Ha
Kohn-Sham gap	10.098	eV

Atoms and positions in Å:
C -1.871 -0.482 -1.099
C -0.651 0.288 -1.563
C 0.764 0.107 -0.714
N 0.988 -1.324 -0.430
C 0.840 1.004 0.522
N 1.833 0.593 1.491
O -0.600 1.087 1.110
N -1.015 0.016 1.989
H -2.590 -0.561 -1.922
H -1.628 -1.505 -0.801
H -2.406 0.038 -0.303
H -0.359 -0.095 -2.548
H -0.900 1.345 -1.688
H 1.535 0.452 -1.413
H 1.962 -1.441 -0.148
H 0.903 -1.848 -1.299
H 1.022 2.042 0.238
H 1.591 -0.346 1.796
H 1.757 1.188 2.310
H -0.594 0.270 2.879
H -0.581 -0.828 1.593

Atom charges from the Mulliken analysis, given in e for atoms 1 to 2: C -1.09; C -0.58



Formula: CH4NO2P
Source: OMol25
Level of theory: the ωB97M-V functional and the def2-TZVPD basis

Calculated values
energy above the lowest of the compared OMol25 structures with the same formula, charge and spin	227.8	kJ/mol
E_LUMO	0.26	eV
highest occupied orbital energy	-0.2992	Ha
Kohn-Sham gap	8.399	eV

Atoms and positions in Å:
C 0.500 0.448 -0.499
N 1.275 -0.307 -1.187
O 0.031 1.530 -0.285
O -0.048 -0.776 0.854
P -1.244 -0.261 1.777
H 1.312 -0.260 -2.190
H 1.682 -1.151 -0.833
H -0.551 0.209 2.883
H -1.367 1.048 1.294

Atom charges from the Mulliken analysis, given in e for atoms 1 to 2: C 0.72; N -0.32



Formula: C3H10FNP
Source: OMol25
Level of theory: the ωB97M-V functional and the def2-TZVPD basis

Calculated values
energy above the lowest of the compared OMol25 structures with the same formula, charge and spin	262.8	kJ/mol
E_LUMO (spin up / spin down)	-5.94 / -6.52	eV
highest occupied orbital energy (spin up / spin down)	-0.5022 / -0.4997	Ha
charge	+1
Kohn-Sham gap (spin up / spin down)	7.728 / 7.075	eV

Atoms and positions in Å:
C 1.181 2.509 -1.192
C -1.577 -0.012 -0.520
C 0.638 -1.041 1.155
N -0.304 -2.080 1.190
F 0.483 -1.266 -1.479
P 0.276 -0.103 -0.423
H 0.134 2.527 -1.551
H 1.342 2.777 -0.130
H -1.942 -0.921 -0.892
H -1.929 0.456 0.409
H -1.773 0.871 -1.145
H 0.547 -0.258 1.932
H 1.656 -1.204 1.250
H 0.167 -2.936 1.313
H -0.963 -1.974 1.950
H 2.066 2.656 -1.868

Atom charges from the Mulliken analysis, given in e for atoms 1 to 2: C -0.57; C -0.96



Formula: C4H7NO
Source: OMol25
Level of theory: the ωB97M-V functional and the def2-TZVPD basis

Calculated values
energy above the lowest of the compared OMol25 structures with the same formula, charge and spin	379.0	kJ/mol
E_LUMO	0.74	eV
highest occupied orbital energy	-0.2871	Ha
Kohn-Sham gap	8.550	eV

Atoms and positions in Å:
C 0.309 1.112 1.022
C -0.004 -0.077 0.146
C -1.320 -0.812 0.306
N -0.999 0.077 -0.922
C 1.143 -0.862 -0.385
O 1.203 -1.274 -1.528
H 0.870 1.896 0.499
H -0.625 1.520 1.416
H 0.905 0.782 1.879
H -1.189 -1.836 -0.077
H -1.502 0.953 -0.987
H -0.671 -0.305 -1.812
H 1.930 -1.112 0.352

Atom charges from the Mulliken analysis, given in e for atoms 1 to 2: C -1.54; C 0.71



Formula: C2H6ClMnO2
Source: OMol25
Level of theory: the ωB97M-V functional and the def2-TZVPD basis

Calculated values
⟨S²⟩	8.76
energy above the lowest of the compared OMol25 structures with the same formula, charge and spin	202.7	kJ/mol
multiplicity	6
E_LUMO (spin up / spin down)	-7.57 / -7.95	eV
highest occupied orbital energy (spin up / spin down)	-0.4728 / -0.4722	Ha
charge	+1
Kohn-Sham gap (spin up / spin down)	5.299 / 4.896	eV

Atoms and positions in Å:
Mn 0.329 -2.559 2.517
Cl 0.104 -0.716 2.027
C -0.182 -0.137 -1.084
C 0.089 1.229 -0.496
O -0.806 1.336 0.547
O 0.589 -1.139 -0.483
H 0.182 -0.099 -2.111
H -1.225 -0.452 -1.071
H 0.076 1.901 -1.354
H 1.113 1.177 -0.125
H -0.593 0.659 1.193
H 0.325 -1.199 0.438

Atom charges from the Mulliken analysis, given in e for atoms 1 to 2: Mn 1.02; Cl -0.44



no.,DFT total energy (eV)
1,-13114.9818
2,-37622.3407
3,-39753.3566
4,-10874.5919
5,-15974.1232
6,-16760.2733
7,-7795.7167
8,-50097.4137